[1]
Molecular formula: C11H19Cl2FIN4
Method: DFT, wB97M-V/def2-TZVPD

Values from the calculation:
**Spin multiplicity**: 1
**SMILES**: CC[C@@H](I)Nc1nc([C@@H](Cl)[C@H](C)Cl)n(C[C@@H](C)F)[nH+]1
**Net charge**: +1
**LUMO energy**: -4.25 eV

Geometry (Å):
C -3.976 -3.338 1.620
C -2.821 -2.414 2.382
C -1.315 -2.592 1.758
I -0.883 -4.765 1.531
N -1.120 -1.990 0.380
C -0.636 -0.712 0.242
N -0.242 0.348 1.247
C 0.197 1.479 0.293
C 0.736 2.962 0.737
Cl -0.306 3.695 2.131
C 2.286 3.008 1.272
C 2.828 1.620 1.954
Cl 2.329 4.322 2.630
N 0.051 1.017 -1.172
C 0.384 1.752 -2.452
C 0.891 0.803 -3.689
C 2.027 -0.318 -3.274
F -0.265 0.221 -4.457
N -0.476 -0.281 -1.200
H -3.998 -4.392 2.180
H -5.007 -2.760 1.739
H -3.662 -3.470 0.490
H -3.151 -1.272 2.436
H -2.770 -2.820 3.502
H -0.520 -2.209 2.540
H -1.330 -2.535 -0.510
H 0.663 3.762 -0.140
H 3.059 3.367 0.445
H 2.047 1.117 2.697
H 3.790 1.863 2.616
H 3.153 0.847 1.120
H 1.138 2.614 -2.210
H -0.617 2.281 -2.828
H 1.431 1.532 -4.465
H 3.093 -0.101 -3.718
H 2.069 -0.414 -2.108
H 1.606 -1.362 -3.672
H -0.683 -0.866 -2.048

Here are the Mulliken charges for atoms 1 to 4, given in e: C -0.840; C -0.319; C -0.848; I 0.090

---

[2]
Molecular formula: C11H19Cl9O2
Method: DFT, wB97M-V/def2-TZVPD

Values from the calculation:
**Spin multiplicity**: 1
**SMILES**: ClC(Cl)Cl.ClC(Cl)Cl.ClC(Cl)Cl.C1CCOC1.C1CCOC1
**LUMO energy**: 0.09 eV

Geometry (Å):
C 6.771 -0.174 0.327
Cl 7.875 1.066 -0.384
Cl 7.351 -0.483 1.961
Cl 6.823 -1.651 -0.672
H 5.736 0.167 0.300
C 1.239 -0.857 2.107
Cl 1.006 -1.485 0.479
Cl 1.638 0.889 2.059
Cl 2.449 -1.915 3.045
H 0.289 -0.913 2.639
C -3.832 -3.715 7.035
Cl -2.337 -3.588 6.058
Cl -4.636 -2.175 7.417
Cl -3.636 -4.720 8.489
H -4.454 -4.344 6.399
C 3.697 1.151 -4.102
C 4.201 2.459 -4.734
C 4.359 2.120 -6.189
O 3.253 1.342 -6.363
C 2.887 0.540 -5.266
H 3.082 1.389 -3.235
H 4.530 0.515 -3.800
H 5.140 2.860 -4.353
H 3.479 3.266 -4.614
H 5.234 1.499 -6.381
H 4.478 3.000 -6.820
H 3.245 -0.471 -5.458
H 1.859 0.542 -4.901
C -5.719 0.540 2.537
C -5.042 -0.593 1.707
C -4.748 0.012 0.379
O -5.758 1.019 0.183
C -6.537 1.202 1.422
H -4.977 1.236 2.930
H -6.336 0.115 3.328
H -5.756 -1.376 1.450
H -4.213 -1.013 2.275
H -4.849 -0.737 -0.406
H -3.716 0.361 0.342
H -7.463 0.636 1.322
H -6.608 2.287 1.487

Here are the Mulliken charges for atoms 1 to 4, given in e: C 0.092; Cl -0.128; Cl -0.112; Cl -0.124

---

[3]
Molecular formula: C11H19FN4O4P
Method: DFT, wB97M-V/def2-TZVPD

Values from the calculation:
**Spin multiplicity**: 1
**Net charge**: +1
**LUMO energy**: -3.74 eV

Geometry (Å):
C 6.253 2.098 0.938
C 5.511 1.548 0.180
C 4.580 0.904 -0.739
C 3.192 0.775 -0.067
C 2.165 1.729 -0.678
N 1.206 2.444 0.246
C 0.120 3.081 -0.545
C -1.167 2.375 -0.112
P -1.650 0.910 -1.128
N -2.794 0.246 -0.075
O -0.341 -0.115 -1.047
N -0.797 2.028 1.318
C 0.574 1.787 1.223
N 1.128 0.991 2.135
H 6.820 2.671 1.628
H 4.978 -0.081 -0.963
H 4.532 1.480 -1.658
H 2.855 -0.247 -0.229
H 3.314 0.886 0.995
H 2.726 2.521 -1.165
H 1.605 1.211 -1.446
H -0.020 4.143 -0.363
H 0.225 2.975 -1.622
H -2.035 3.016 -0.016
H -3.149 -0.615 -0.482
H -2.356 0.026 0.818
H -0.150 -0.440 -0.154
H -0.818 2.903 1.852
H 0.713 0.112 2.395
H 2.006 1.241 2.558
C -4.232 -4.050 -1.301
C -4.172 -5.184 -0.299
O -3.243 -4.687 0.658
C -3.309 -3.338 0.636
O -2.857 -2.618 1.464
O -3.969 -2.910 -0.468
F -3.689 -6.318 -0.842
H -3.446 -4.144 -2.050
H -5.195 -3.954 -1.793
H -5.116 -5.401 0.202

Here are the Mulliken charges for atoms 1 to 4, given in e: C 0.076; C -0.445; C -0.842; C -0.801

---

[4]
Molecular formula: C11H19N13SSn
Method: DFT, wB97M-V/def2-TZVPD

Values from the calculation:
**Spin multiplicity**: 1
**Net charge**: +2
**LUMO energy (spin up / spin down)**: -9.54 / -9.78 eV

Geometry (Å):
Sn 1.043 0.073 -1.701
N 1.531 3.458 -0.152
C 0.365 2.764 0.090
N -0.546 3.153 0.954
N -1.442 2.162 0.978
N -1.090 1.212 0.160
N 0.075 1.548 -0.400
C 2.573 2.918 -0.763
N 3.675 3.594 -1.172
N 4.402 2.711 -1.789
N 3.798 1.503 -1.760
N 2.644 1.616 -1.132
H 1.602 4.412 0.200
C -1.537 -2.339 -3.159
C -1.293 -1.016 -3.795
N -0.546 -0.024 -3.320
C -0.588 1.025 -4.241
C -1.377 0.654 -5.265
N -1.808 -0.625 -4.965
H -1.045 -2.389 -2.190
H -1.158 -3.146 -3.787
H -2.605 -2.508 -3.019
H -0.066 1.956 -4.093
H -1.666 1.176 -6.160
H -2.414 -1.185 -5.546
C -2.501 -2.611 2.213
C -2.076 -1.229 1.744
N -0.754 -0.856 2.286
C 0.413 -0.969 1.702
S 0.561 -1.722 0.107
N 1.530 -0.564 2.289
C 1.606 0.085 3.609
C 1.594 -0.911 4.763
H -3.488 -2.838 1.813
H -2.562 -2.665 3.301
H -1.802 -3.374 1.865
H -2.779 -0.466 2.074
H -2.018 -1.181 0.663
H -0.754 -0.550 3.251
H 2.396 -0.839 1.852
H 0.781 0.797 3.688
H 2.532 0.655 3.618
H 0.665 -1.481 4.810
H 1.707 -0.370 5.701
H 2.422 -1.613 4.677

Here are the Mulliken charges for atoms 1 to 4, given in e: Sn 0.943; N 0.022; C 0.297; N -0.419

---

[5]
Molecular formula: C11H19N2O2
Method: DFT, wB97M-V/def2-TZVPD

Values from the calculation:
**Spin multiplicity**: 1
**Net charge**: +1
**LUMO energy (spin up / spin down)**: -4.68 / -4.67 eV

Geometry (Å):
C 0.093 0.288 2.465
C 0.867 1.167 1.424
C 1.992 1.758 1.989
C 0.216 1.640 0.181
C -1.150 -1.102 -0.233
C 0.376 -0.664 -0.910
C -0.601 2.899 0.144
C -2.233 -0.596 -1.167
C -1.082 -2.556 0.179
C 0.623 -1.248 -2.358
C 1.476 -1.195 0.003
N -1.498 -0.437 0.966
N 0.377 0.792 -0.867
O 2.836 2.607 1.475
O -0.941 -0.424 2.175
H 0.404 0.212 3.486
H 2.357 1.270 2.875
H -0.251 3.637 0.920
H -1.747 2.667 0.391
H -0.654 3.342 -0.788
H -2.000 -0.452 -2.222
H -2.842 0.332 -0.785
H -2.983 -1.370 -1.049
H -0.200 -2.704 0.826
H -0.946 -3.073 -0.790
H -2.112 -2.856 0.455
H 1.592 -1.002 -2.697
H -0.041 -0.777 -3.207
H 0.528 -2.361 -2.415
H 1.166 -1.160 0.998
H 2.376 -0.595 0.024
H 1.669 -2.135 -0.443
H -0.102 1.182 -1.629
H 2.431 2.915 0.584

Here are the Mulliken charges for atoms 1 to 4, given in e: C -0.324; C 0.771; C -0.530; C 0.136

---

[6]
Molecular formula: C11H19N4NaPS
Method: DFT, wB97M-V/def2-TZVPD

Values from the calculation:
**Spin multiplicity**: 1
**Net charge**: +1
**LUMO energy**: -3.12 eV

Geometry (Å):
Na 0.781 -0.247 0.560
C -0.596 3.850 -1.189
C -0.435 2.549 -0.460
N 0.695 2.059 -0.120
N 1.817 2.771 -0.416
C 3.056 2.262 -0.121
N 4.056 3.108 -0.402
S 3.355 0.752 0.530
C -1.639 1.746 -0.064
C -2.882 2.349 0.050
C -3.967 1.585 0.456
C -3.778 0.243 0.721
C -2.501 -0.278 0.579
N -1.449 0.445 0.204
H 0.094 3.904 -2.034
H -0.402 4.703 -0.532
H -1.596 3.960 -1.596
H 1.735 3.690 -0.823
H 3.911 4.047 -0.732
H 4.994 2.806 -0.204
H -3.006 3.402 -0.155
H -4.943 2.039 0.563
H -4.595 -0.392 1.034
H -2.313 -1.329 0.774
C 2.362 -3.695 0.119
P 0.689 -2.976 0.326
C -0.210 -3.745 -1.072
C 0.056 -3.951 1.744
H 2.316 -4.783 0.043
H 2.994 -3.428 0.966
H 2.830 -3.298 -0.782
H -0.096 -4.831 -1.057
H 0.174 -3.366 -2.019
H -1.273 -3.504 -1.023
H 0.165 -5.022 1.563
H -1.000 -3.734 1.915
H 0.599 -3.693 2.653

Here are the Mulliken charges for atoms 1 to 4, given in e: Na 0.795; C -1.819; C 0.894; N -0.415

---

[7]
Molecular formula: C11H19N5O2
Method: DFT, wB97M-V/def2-TZVPD

Values from the calculation:
**Spin multiplicity**: 1
**SMILES**: C=CCNc1nc(NC(C)(C)CO)nc(OC)n1
**LUMO energy**: 0.74 eV

Geometry (Å):
N -0.710 1.276 -2.398
N -0.445 2.185 -0.328
N -0.240 -0.115 -0.619
O -0.792 3.574 -2.166
O 0.912 -1.859 0.989
C 0.479 -4.421 -2.624
C -0.008 -3.164 -2.284
C -0.669 2.318 -1.602
C -0.476 0.111 -1.879
C -0.319 0.972 0.087
N -0.338 -0.832 -2.817
N 0.008 1.061 1.388
C -1.367 4.604 -1.318
C 0.649 -1.882 -2.748
C 0.869 0.860 3.625
C -0.948 -0.597 2.869
C 1.415 -1.025 2.007
C 0.328 0.034 2.411
H 0.442 -1.304 0.335
H 1.382 -4.547 -3.228
H 0.024 -5.289 -2.188
H -0.829 -3.078 -1.608
H -0.640 -0.483 -3.694
H 0.103 2.031 1.676
H -1.673 5.491 -1.921
H -2.302 4.250 -0.841
H -0.672 4.915 -0.552
H 1.399 -1.646 -2.013
H 1.174 -2.037 -3.695
H 0.173 1.630 3.944
H 1.084 0.119 4.403
H 1.836 1.291 3.351
H -1.327 -1.182 2.025
H -0.815 -1.260 3.721
H -1.709 0.135 3.137
H 1.692 -1.606 2.912
H 2.311 -0.530 1.643

Here are the Mulliken charges for atoms 1 to 4, given in e: N -0.574; N -0.494; N -0.185; O -0.413

---

[8]
Molecular formula: C11H19NNbO3
Method: DFT, wB97M-V/def2-TZVPD

Values from the calculation:
**Spin multiplicity**: 1
**Net charge**: -1
**LUMO energy**: 1.76 eV

Geometry (Å):
O -0.924 5.739 0.291
C -1.890 5.176 -0.475
O -1.534 4.555 -1.793
C -0.757 3.354 -1.395
C -0.344 2.492 -2.751
Nb 1.191 0.848 -2.391
C -0.158 0.057 -0.733
C -1.454 -0.906 -0.943
C -2.318 -1.363 0.327
N -2.209 -1.042 1.777
C -1.013 -0.167 1.917
C 0.034 0.403 0.846
H -2.998 5.229 -0.100
H 0.237 3.649 -0.849
H -1.370 2.643 -0.685
H -1.315 2.038 -3.240
H 0.139 3.285 -3.499
H 2.075 1.898 -1.196
H 2.398 -0.477 -2.107
H 0.310 -0.229 -3.564
H 2.174 1.508 -3.784
H -1.750 -1.267 -2.025
H -3.246 -2.074 0.077
H -0.815 0.173 3.047
H 0.938 1.074 1.196
C 2.537 -4.369 2.058
C 1.680 -3.134 1.983
O 2.121 -2.076 1.535
C 0.262 -3.242 2.476
H 3.535 -4.142 1.668
H 2.633 -4.691 3.098
H 2.097 -5.164 1.451
H 0.256 -3.515 3.534
H -0.280 -3.987 1.888
H -0.238 -2.274 2.361

Here are the Mulliken charges for atoms 1 to 4, given in e: O -0.504; C 0.240; O -0.315; C -0.031

---

[9]
Molecular formula: C11H19NO9S
Method: DFT, wB97M-V/def2-TZVPD

Values from the calculation:
**Spin multiplicity**: 1
**Net charge**: -2
**LUMO energy**: 4.34 eV

Geometry (Å):
C 2.347 -2.099 -1.370
C 1.234 -2.559 -0.454
O 1.511 -3.097 0.584
N -0.133 -2.357 -0.823
C -0.359 -2.358 -2.271
C -0.784 -1.190 -0.188
C -0.073 -0.564 1.012
O 1.050 0.205 0.579
C 0.748 1.473 0.028
C 1.873 1.871 -0.927
C 1.468 1.759 -2.384
O 2.221 3.247 -0.746
C -1.055 0.244 1.857
C -2.322 0.571 1.138
O -3.146 -0.664 1.088
S -2.501 -1.778 0.205
O -2.434 -2.990 0.948
O -3.176 -1.809 -1.067
H 3.175 -2.796 -1.249
H 2.091 -2.039 -2.422
H 2.671 -1.125 -1.008
H -1.427 -2.410 -2.449
H 0.057 -1.473 -2.768
H 0.114 -3.237 -2.711
H -0.954 -0.442 -0.964
H 0.362 -1.348 1.624
H -0.213 1.483 -0.496
H 0.670 2.220 0.825
H 2.739 1.234 -0.723
H 2.307 1.981 -3.044
H 0.697 2.511 -2.568
H 1.054 0.775 -2.603
H 2.581 3.352 0.138
H -1.348 -0.374 2.706
H -0.610 1.146 2.329
H -2.217 0.946 0.116
H -2.806 1.349 1.732
C -1.358 2.597 4.104
O -1.610 2.963 5.299
O -2.314 2.359 3.244
O -0.128 2.424 3.679

Here are the Mulliken charges for atoms 1 to 4, given in e: C -0.870; C 0.732; O -0.600; N 0.134

---

[10]
Molecular formula: C11H19NS
Method: DFT, wB97M-V/def2-TZVPD

Values from the calculation:
**Spin multiplicity**: 1
**LUMO energy (spin up / spin down)**: 0.54 / -0.44 eV

Geometry (Å):
C -1.002 -0.374 0.140
C -0.382 0.832 0.044
C 1.595 1.524 -2.332
C 0.971 1.123 0.657
C 2.211 0.599 -0.078
C 2.678 1.318 -1.377
C -1.314 2.005 -0.249
C 3.434 2.631 -1.125
C -1.947 -3.977 1.228
C -2.996 -1.911 1.731
C -2.054 -2.622 0.710
N 0.636 0.948 -2.732
S -0.324 -1.881 0.318
H 1.122 2.325 0.731
H 0.881 0.721 1.779
H 3.057 0.547 0.500
H 1.863 -0.422 -0.374
H 3.293 0.548 -2.066
H -0.971 2.638 -0.956
H -1.379 2.492 0.718
H -2.282 1.752 -0.554
H 2.973 3.481 -1.618
H 4.493 2.431 -1.609
H 3.635 2.862 -0.069
H -1.507 -3.841 2.173
H -2.972 -4.499 1.343
H -1.273 -4.672 0.620
H -2.737 -2.327 2.697
H -4.002 -2.252 1.541
H -2.943 -0.834 1.774
H -2.687 -2.597 -0.158
H -0.072 1.432 -3.407

Here are the Mulliken charges for atoms 1 to 4, given in e: C -0.434; C 1.118; C -0.821; C -0.662

---

[11]
Molecular formula: C11H20AgBN6S
Method: DFT, wB97M-V/def2-TZVPD

Values from the calculation:
**Spin multiplicity**: 1
**LUMO energy**: 0.22 eV

Geometry (Å):
Ag -0.902 1.954 1.753
B 2.185 -0.048 0.953
N 2.000 1.411 0.370
C 2.915 1.915 -0.475
C 2.529 3.188 -0.849
C 1.331 3.387 -0.158
N 1.023 2.313 0.567
N 1.194 -0.527 2.082
C 1.413 -1.688 2.721
C 0.428 -1.870 3.674
C -0.376 -0.737 3.538
N 0.086 0.055 2.572
H 2.088 -0.832 0.022
H 3.298 -0.088 1.424
H 3.781 1.332 -0.744
H 3.045 3.868 -1.504
H 0.675 4.245 -0.148
H 2.266 -2.294 2.463
H 0.320 -2.690 4.363
H -1.271 -0.461 4.074
C -0.310 -0.259 -3.670
C 0.159 0.533 -2.456
N -0.930 1.083 -1.663
C -1.633 0.448 -0.724
S -2.818 1.324 0.178
N -1.376 -0.843 -0.513
C -2.062 -1.696 0.453
C -3.237 -2.436 -0.162
H 0.548 -0.629 -4.232
H -0.908 0.369 -4.331
H -0.922 -1.116 -3.384
H 0.773 1.381 -2.760
H 0.805 -0.062 -1.806
H -1.175 2.052 -1.774
H -0.628 -1.265 -1.039
H -2.387 -1.062 1.273
H -1.316 -2.385 0.850
H -3.995 -1.729 -0.502
H -3.691 -3.097 0.577
H -2.923 -3.045 -1.012

Here are the Mulliken charges for atoms 1 to 4, given in e: Ag 0.257; B 0.230; N 0.121; C -0.338

---

[12]
Molecular formula: C11H20BaNO17
Method: DFT, wB97M-V/def2-TZVPD

Values from the calculation:
**Spin multiplicity**: 1
**Net charge**: -3
**LUMO energy**: 5.74 eV

Geometry (Å):
Ba 0.708 0.014 -1.265
O 0.724 3.232 2.002
C -0.173 3.120 1.056
O 0.093 2.486 0.041
O -1.232 3.725 1.122
H 0.180 3.864 2.477
O -1.471 -3.342 0.016
C -1.110 -3.325 -1.298
O -0.115 -2.696 -1.678
O -1.711 -3.996 -2.153
H -1.822 -4.220 -0.152
O 1.793 3.029 -4.434
C 0.779 3.098 -3.644
O -0.095 3.922 -3.707
O 0.659 2.270 -2.795
H 2.006 2.168 -4.066
O 2.657 -0.131 -5.171
C 2.448 -0.601 -3.936
O 2.880 -0.004 -2.923
O 1.627 -1.526 -3.798
H 3.355 0.517 -5.045
O -3.428 -0.081 -3.480
C -2.217 0.003 -2.906
O -1.257 -0.492 -3.426
O -2.118 0.772 -1.930
H -3.224 -0.893 -3.950
C 3.530 0.742 0.838
O 2.424 -0.069 0.736
C 1.883 -0.488 2.058
C 0.595 -1.385 2.118
N -0.461 -1.001 1.111
C -1.276 -0.024 1.719
C -2.538 -0.836 2.299
O -2.342 -1.613 3.462
C -2.170 -0.778 4.647
H 3.553 1.201 -0.150
H 4.494 0.235 0.873
H 3.337 1.514 1.583
H 1.677 0.409 2.642
H 2.616 -0.883 2.761
H 0.146 -1.489 3.106
H 0.897 -2.411 1.906
H -0.997 -1.833 0.910
H -1.666 0.697 1.000
H -0.916 0.540 2.579
H -2.931 -1.574 1.599
H -3.473 -0.277 2.271
H -1.693 -1.391 5.412
H -3.103 -0.300 4.945
H -1.520 0.097 4.619

Here are the Mulliken charges for atoms 1 to 4, given in e: Ba 1.395; O -0.463; C 0.472; O -0.475

---

> Which formula does entry 10 have?

C11H19NS

---

> Number 2 is which compound?

C11H19Cl9O2